Record 1
C4H6O | ωB97M-V/def2-TZVPD

Each line ends with the natural charge from an NBO analysis.
Positions of all 11 atoms, in Å:
C: 0.820 0.435 -0.675  0.55
C: -0.228 1.037 0.150  -0.53
C: -0.934 -0.416 0.265  -0.41
C: 0.604 -0.983 -0.098  -0.52
H: 0.212 1.422 1.200  0.25
H: -0.952 1.963 -0.173  0.24
H: -1.414 -0.726 1.300  0.23
H: -1.770 -0.629 -0.611  0.22
H: 1.246 -1.075 0.987  0.24
H: 0.880 -1.980 -0.814  0.25
O: 1.536 0.952 -1.531  -0.52

Results
- SMILES string = O=C1CCC1
- highest occupied orbital energy (eV) = -9.785
- frontier orbital gap (eV) = 10.396
- LUMO level (Ha) = 0.022


Record 2
C4H6O | ωB97M-V/def2-TZVPD

Each line ends with the natural charge from an NBO analysis.
Positions of all 11 atoms, in Å:
C: 1.566 -0.072 -0.316  -0.17
C: 0.486 -0.811 0.299  0.00
C: -0.618 0.297 0.563  -0.17
C: -1.602 0.643 -0.255  -0.41
O: 0.550 -1.724 1.185  -0.57
H: 0.269 -1.190 -0.818  0.29
H: 2.558 -0.040 0.130  0.20
H: 1.353 0.580 -1.154  0.20
H: -0.529 0.686 1.569  0.22
H: -2.349 1.361 0.066  0.21
H: -1.684 0.272 -1.269  0.19

Results
- highest occupied orbital energy (alpha / beta) (eV) = -9.398 / -8.743
- frontier orbital gap (alpha / beta) (eV) = 8.472 / 7.118
- LUMO level (alpha / beta) (Ha) = -0.034 / -0.060


Record 3
C4H6O | ωB97M-V/def2-TZVPD

Each line ends with the natural charge from an NBO analysis.
Positions of all 11 atoms, in Å:
C: -0.886 -1.095 0.142  -0.71
C: -0.120 0.113 0.539  0.53
O: -0.866 1.158 0.856  -0.64
C: 1.252 0.227 0.514  -0.31
C: 1.385 0.541 -0.789  -0.45
H: -1.813 -0.839 -0.378  0.24
H: -1.125 -1.603 1.076  0.26
H: -0.275 -1.758 -0.475  0.25
H: 0.471 0.522 -1.407  0.13
H: -0.241 1.843 1.157  0.50
H: 2.252 0.888 -1.334  0.19

Results
- SMILES string = C=C=C(C)O
- highest occupied orbital energy (eV) = -8.678
- frontier orbital gap (eV) = 9.504
- LUMO level (Ha) = 0.030


Record 4
C4H6O | ωB97M-V/def2-TZVPD

Each line ends with the natural charge from an NBO analysis.
Positions of all 11 atoms, in Å:
C: 1.412 -0.546 0.095  -0.25
O: 0.390 -0.707 -0.867  -0.54
C: -1.697 0.378 0.822  -0.39
C: -1.197 0.773 -0.321  -0.01
C: -0.292 0.453 -1.207  0.02
H: 1.293 0.366 0.698  0.18
H: 2.368 -0.505 -0.433  0.18
H: 1.404 -1.407 0.772  0.19
H: -2.441 -0.412 0.836  0.22
H: -1.234 0.695 1.751  0.21
H: -0.006 0.911 -2.146  0.20

Results
- SMILES string = C=C=COC
- highest occupied orbital energy (eV) = -9.282
- frontier orbital gap (eV) = 10.162
- LUMO level (Ha) = 0.032


Energy above the lowest of the compared OMol25 structures with the same formula, charge and spin / eV: 2.095 4.364 2.820 2.597